A molecular structure, C22H50BeBrCsFInKN4O11PS2 at a distorted geometry, computed with ωB97M-V with the def2-TZVPD basis set.

The geometry in XYZ format:
```
96
Properties=species:S:1:pos:R:3:forces:R:3:mulliken_charge:R:1
C -3.1770 2.4673 -1.6789 -0.614 0.212 0.641 -0.63
In -1.2925 1.2760 -1.0672 -0.186 0.945 -2.795 0.58
C 0.4456 2.6980 -1.4521 2.709 1.674 -0.430 -0.53
C 1.9282 2.0080 -1.3598 -0.350 0.746 1.091 -0.38
C 2.0537 1.3136 0.1191 -0.135 0.033 -0.525 0.92
C 3.5657 1.2800 0.7501 -1.265 -2.866 0.649 -0.53
O 3.6433 2.1926 1.9089 -1.928 -2.592 3.304 -0.21
C 3.0869 1.5603 3.1302 -2.774 3.932 2.158 0.20
O 2.3610 2.2402 4.0250 4.437 -3.837 -5.492 -0.54
C -1.3032 -0.5728 -2.3766 -0.390 -1.310 -0.234 -0.77
C 0.0283 -1.5190 -2.2696 -0.127 1.040 -1.181 -0.18
S -0.5343 -3.2593 -1.7389 0.907 0.424 2.265 -0.04
C -0.4097 -3.3403 0.1418 -0.269 0.923 4.089 0.12
N -1.2000 -2.6233 1.2153 5.196 -4.281 -1.914 -0.32
N -0.6482 -3.0293 2.4516 3.066 -3.027 -2.463 -0.21
C 0.4752 -4.0438 2.2345 -4.153 3.433 -2.935 0.17
O 0.6040 -4.2288 0.7805 -2.688 2.527 1.871 -0.24
P -1.6439 0.7008 1.3906 2.074 1.112 3.386 0.37
N -0.1544 0.1306 2.1832 -1.805 1.507 -1.353 -0.27
O -2.0251 2.2252 2.1945 1.055 -4.367 -2.191 -0.65
H -3.3980 3.1688 -0.7422 0.142 -1.290 -2.170 0.14
H -2.9711 3.1156 -2.6458 -0.539 -1.385 2.052 0.24
H -4.0265 1.6669 -1.8238 1.408 1.898 0.150 -0.18
H 0.4540 3.6438 -0.7293 -0.298 -2.186 -1.314 0.12
H 0.3497 3.1570 -2.5476 -0.430 -1.172 2.098 0.30
H 2.7174 2.8953 -1.3846 -1.193 -1.944 -0.118 0.31
H 2.1816 1.2623 -2.2251 -0.552 1.446 1.668 0.26
H 1.3039 1.9045 0.8350 1.693 -1.211 -1.420 -0.16
H 1.6518 0.1963 -0.0057 0.721 2.123 0.373 -0.58
H 4.3755 1.4883 -0.0684 -0.962 0.767 0.672 0.37
H 3.7353 0.1754 1.1690 -0.394 2.024 -0.666 0.17
H 3.2345 0.4031 3.3395 0.091 2.251 -1.000 0.26
H -2.2253 -1.2394 -2.0177 1.844 1.454 -0.968 0.20
H -1.4780 -0.2601 -3.5085 0.314 -0.618 2.360 0.23
H 0.8988 -1.0925 -1.6155 -1.739 -1.045 -1.067 0.11
H 0.4507 -1.6350 -3.3794 -0.741 -0.213 2.536 0.31
H 1.1399 -4.5896 3.0408 -2.516 0.202 -1.791 0.40
H 0.4342 0.9019 2.5677 -0.538 -0.789 -0.199 0.23
H 0.3900 -0.5485 1.6080 -0.695 0.647 0.724 0.22
H -1.7997 2.9146 1.4766 0.136 -0.062 0.851 0.31
Be 2.6138 -3.5978 3.0895 1.266 0.611 0.003 0.08
F 4.7531 2.2938 -1.2202 0.300 0.192 -0.621 -0.80
C -7.5963 0.7047 -2.0258 -0.197 0.141 0.093 -0.82
C -6.3217 0.0634 -2.3896 0.968 -0.127 0.045 0.78
N -5.3146 -0.4434 -2.6769 -1.699 2.903 2.342 -0.74
H -7.4762 1.7815 -1.8661 0.291 -0.218 -0.098 0.31
H -8.3516 0.5762 -2.8083 0.292 -0.084 0.003 0.31
H -8.0115 0.2853 -1.1034 0.308 -0.091 -0.145 0.30
K -5.5114 -2.0611 -4.1281 0.257 -2.551 -2.206 0.91
C -0.6309 -3.6820 6.5884 -0.162 0.312 -0.174 -1.25
C -0.3565 -5.0110 5.9029 -0.031 0.137 0.659 0.43
C -0.2416 -6.1420 6.9123 -0.029 -0.377 -0.098 -1.38
O 0.8553 -4.9172 5.1587 0.477 0.098 -0.298 -0.45
H 0.1843 -3.4176 7.2713 -0.076 -0.154 0.033 0.34
H -0.6988 -2.8753 5.8507 -0.062 -0.154 0.049 0.29
H -1.5655 -3.7166 7.1569 0.123 0.014 -0.032 0.38
H -1.1609 -5.2318 5.1927 0.280 0.049 -0.081 0.26
H 0.5874 -5.9649 7.6067 -0.123 0.114 -0.012 0.35
H -0.0319 -7.0902 6.4056 -0.095 0.148 0.044 0.34
H -1.1646 -6.2504 7.4905 0.124 0.023 -0.041 0.38
H 1.5752 -4.7213 5.7812 -0.283 -0.138 -0.226 0.31
Br -1.4444 4.8263 1.6425 8.425 2.684 -5.222 -0.76
Cs -3.5192 4.4351 2.8414 -8.563 -0.993 5.076 0.87
O -1.0197 -3.6515 -5.5191 0.317 -0.461 -0.597 -0.59
S -0.4408 -4.8831 -6.0128 0.409 -0.725 -0.086 1.17
O 0.8573 -4.9213 -6.6498 -1.290 0.478 0.514 -0.60
O -1.5214 -5.6262 -6.9809 0.472 0.115 1.123 -0.27
C -2.0714 -4.9006 -8.0709 -0.186 0.432 -0.989 -0.27
C -1.0930 -4.8117 -9.2271 0.341 0.153 -0.064 -1.02
C -0.4565 -6.0807 -4.7019 -0.140 -0.073 -0.090 -0.94
H -2.3987 -3.9055 -7.7514 0.127 -0.067 0.124 0.25
H -2.9636 -5.4438 -8.3993 0.150 -0.111 0.334 0.28
H -0.2292 -4.1941 -8.9642 -0.130 -0.075 -0.039 0.30
H -1.5709 -4.3683 -10.1052 -0.024 -0.075 0.107 0.39
H -0.7127 -5.8038 -9.4908 -0.158 0.127 0.035 0.27
H -1.4490 -6.0961 -4.2479 0.147 0.031 -0.099 0.29
H 0.2896 -5.7817 -3.9623 -0.055 0.101 -0.180 0.37
H -0.2012 -7.0592 -5.1135 -0.020 0.194 -0.002 0.37
O 3.5836 -6.7099 1.3918 0.589 -0.952 0.260 -0.74
H 3.1184 -5.8988 1.4866 -0.822 1.302 -0.161 0.15
C 2.2015 9.0588 3.5790 -0.194 -0.135 -0.092 -0.77
O 1.5403 8.6615 2.3837 0.444 0.176 0.093 -0.33
C 2.3455 8.8786 1.2211 -0.338 -0.563 -0.036 -0.50
C 2.9614 7.5696 0.7197 0.451 0.249 0.389 -0.33
O 3.9303 7.0641 1.6441 -0.542 0.238 -0.105 -0.40
C 3.4246 5.9849 2.4203 0.119 -0.153 -0.023 -0.63
H 1.6220 8.6923 4.4308 -0.017 0.020 -0.183 0.24
H 3.2110 8.6429 3.6416 -0.032 0.029 -0.047 0.34
H 2.2475 10.1507 3.6322 0.103 0.055 0.065 0.33
H 3.1219 9.6280 1.4169 -0.002 -0.145 0.028 0.32
H 1.6831 9.2757 0.4450 0.024 -0.005 -0.019 0.36
H 3.4879 7.7656 -0.2170 -0.001 0.032 -0.076 0.40
H 2.1843 6.8210 0.5177 0.031 0.135 0.122 0.14
H 3.3334 5.0918 1.7956 -0.062 -0.064 0.112 0.28
H 2.4553 6.2250 2.8658 -0.008 0.004 -0.044 0.31
H 4.1355 5.7777 3.2244 -0.006 0.067 -0.179 0.25
```
Positions in Å, forces in eV/Å.

Results
* frontier orbital gap: 1.832 eV
* charge: 0
* molecular weight: 1036.50 g/mol
* energy above the lowest of the compared OMol25 structures with the same formula, charge and spin: 935.3 kJ/mol
* HOMO: -5.850 eV